Run w
This record from the Open Molecules 2025 dataset describes a gas-phase ion, C5H9N2O (charge +1). The level of theory is wB97M-V/def2-TZVPD.

## Properties
**Lowest unoccupied orbital energy (spin up / spin down)**: -5.501 / -5.501 eV
**Highest occupied orbital energy (spin up / spin down)**: -14.38 / -14.38 eV
**Spin multiplicity**: 1
**Charge**: +1

```
17
Properties=species:S:1:pos:R:3:mulliken_charge:R:1
C 0.150 1.791 -0.417 -1.11
C 0.402 0.547 0.556 0.05
C 1.720 -0.179 0.277 0.18
O 3.046 0.435 0.231 -0.50
N 1.493 -1.369 -0.292 0.05
C 0.139 -1.558 -0.333 -0.04
N -0.523 -0.545 0.246 0.14
C -1.982 -0.354 0.368 -0.83
H 0.314 1.224 -1.412 0.31
H 0.827 2.536 -0.354 0.40
H -0.813 2.260 -0.440 0.36
H 0.371 0.751 1.610 0.36
H 2.095 -2.126 -0.497 0.25
H -0.248 -2.541 -0.537 0.39
H -2.356 -0.130 -0.719 0.33
H -2.427 -1.250 0.715 0.34
H -2.208 0.508 0.996 0.33
```

***

Run x
This record from the Open Molecules 2025 dataset describes 2 unconnected molecules or ions with the total composition C5H9N2O. The level of theory is wB97M-V/def2-TZVPD.

## Properties
**Lowest unoccupied orbital energy**: -5.239 eV
**Highest occupied orbital energy**: -12.82 eV
**Spin multiplicity**: 1
**Charge**: +1

```
17
Properties=species:S:1:pos:R:3:mulliken_charge:R:1
C 0.058 0.728 0.001 -0.39
C 0.118 -3.022 -0.796 -0.58
C -1.729 0.739 1.655 -0.19
C -0.855 -2.533 0.203 -0.26
C -0.110 -1.586 -0.347 0.34
N -0.807 0.642 0.829 0.10
N 1.591 2.991 -0.843 -0.85
O 0.430 -0.403 -0.644 -0.32
H 0.592 1.606 -0.407 0.98
H 0.924 -3.717 -0.448 0.22
H -0.220 -3.251 -1.742 0.24
H -2.684 1.156 1.522 0.32
H -1.408 0.260 2.654 0.29
H -1.591 -2.884 0.992 0.31
H 1.634 3.208 -1.824 0.24
H 2.280 2.277 -0.639 0.33
H 1.777 3.788 -0.168 0.25
```

***

Tell me which of them is the most stable. Sure, it is run w.

***

Run w
This record from the Open Molecules 2025 dataset describes a gas-phase ion, C4H6N3 (charge +1). The level of theory is wB97M-V/def2-TZVPD.

## Properties
**Lowest unoccupied orbital energy**: -5.593 eV
**Highest occupied orbital energy**: -15.59 eV
**Spin multiplicity**: 1
**Charge**: +1

```
13
Properties=species:S:1:pos:R:3:mulliken_charge:R:1
C -1.987 0.117 0.091 -0.65
N -0.556 0.078 -0.023 0.62
C 0.187 1.189 -0.051 0.10
N 1.688 1.057 -0.044 -0.33
C 2.129 -0.094 0.071 -0.02
C 1.257 -1.222 -0.176 0.05
N -0.016 -1.107 -0.253 -0.67
H -2.564 0.047 -0.869 0.34
H -2.410 -0.822 0.685 0.30
H -2.299 1.177 0.426 0.24
H -0.330 2.129 0.224 0.27
H 3.150 -0.272 0.213 0.41
H 1.751 -2.276 -0.295 0.35
```

***

Run x
This record from the Open Molecules 2025 dataset describes a gas-phase ion, C4H6N3 (charge +1). The level of theory is wB97M-V/def2-TZVPD.

## Properties
**Lowest unoccupied orbital energy**: -4.013 eV
**Highest occupied orbital energy**: -14.13 eV
**Spin multiplicity**: 1
**Charge**: +1

```
13
Properties=species:S:1:pos:R:3:mulliken_charge:R:1
C -0.368 1.872 1.559 -0.68
N -0.658 1.447 0.177 -0.22
C 0.089 0.573 -0.355 0.49
N 0.953 -0.216 -0.591 0.19
N 1.298 -1.523 -0.559 -0.43
C 0.021 -2.254 -0.729 -0.32
C 0.793 -2.352 -1.753 -0.01
H -0.485 2.929 1.540 0.31
H 0.699 1.578 1.717 0.30
H -1.214 1.334 2.232 0.29
H -1.456 1.716 -0.376 0.27
H -0.963 -2.316 -0.297 0.39
H 1.293 -2.787 -2.563 0.42
```

***

Run y
This record from the Open Molecules 2025 dataset describes a gas-phase ion, C4H6N3 (charge +1). The level of theory is wB97M-V/def2-TZVPD.

## Properties
**Lowest unoccupied orbital energy (spin up / spin down)**: -8.276 / -7.146 eV
**Highest occupied orbital energy (spin up / spin down)**: -15.73 / -15.64 eV
**Spin multiplicity**: 1
**Charge**: +1

```
13
Properties=species:S:1:pos:R:3:mulliken_charge:R:1
C 1.423 0.775 0.501 1.15
C 0.034 1.120 1.057 0.47
C 1.319 -0.091 -0.733 -1.34
C -1.261 0.446 0.785 -1.22
N 2.494 1.159 1.002 -0.47
N 1.252 2.582 2.452 -0.42
N 0.409 2.010 1.935 0.59
H 2.284 -0.338 -1.097 0.37
H 0.765 0.385 -1.485 0.41
H 0.831 -1.005 -0.523 0.40
H -1.184 -0.581 1.094 0.35
H -1.499 0.417 -0.319 0.34
H -2.153 0.846 1.241 0.37
```

***

Tell me which of them is the most stable. Sure, it is run w.

***

Run w
This record from the Open Molecules 2025 dataset describes 2 unconnected molecules or ions with the total composition C6H13O2. The level of theory is wB97M-V/def2-TZVPD.

## Properties
**Lowest unoccupied orbital energy**: 3.347 eV
**Highest occupied orbital energy**: -2.26 eV
**Spin multiplicity**: 1
**Charge**: -1

```
21
Properties=species:S:1:pos:R:3:mulliken_charge:R:1
C 1.329 1.029 2.344 -0.44
O 2.350 1.810 2.085 -0.85
C 1.128 -0.055 1.233 0.13
C -0.264 -0.730 1.485 -0.78
C -1.242 -0.663 0.373 -0.15
C -1.264 -1.264 -0.803 -0.12
C -1.976 -0.741 -2.041 -1.16
H 0.368 1.644 2.550 0.12
H 1.465 0.384 3.323 0.11
H 1.082 0.430 0.238 -0.35
H 1.918 -0.779 1.082 0.41
H -0.040 -1.755 1.818 0.31
H -0.770 -0.276 2.353 0.35
H -1.975 0.135 0.534 0.23
H -0.829 -2.201 -1.169 0.29
H -1.277 -0.848 -2.877 0.31
H -2.274 0.315 -1.976 0.32
H -2.913 -1.233 -2.375 0.30
H 1.559 1.091 -2.170 0.34
H 1.577 2.273 -3.080 0.30
O 2.049 1.434 -2.928 -0.68
```

***

Run x
This record from the Open Molecules 2025 dataset describes 2 unconnected molecules or ions with the total composition C6H13O2. The level of theory is wB97M-V/def2-TZVPD.

## Properties
**Lowest unoccupied orbital energy**: 3.358 eV
**Highest occupied orbital energy**: -3.32 eV
**Spin multiplicity**: 1
**Charge**: -1

```
21
Properties=species:S:1:pos:R:3:mulliken_charge:R:1
C -0.178 -0.098 3.083 -0.76
C 1.257 0.289 3.089 0.59
O 1.827 -0.759 3.572 -0.75
O 1.835 1.312 2.753 -0.73
H -0.745 0.862 2.921 0.24
H -0.634 -0.457 4.076 0.30
H -0.524 -0.896 2.392 0.13
C -0.128 0.381 -1.314 0.81
C 0.505 -0.965 -0.694 -1.39
C 0.417 0.534 -2.824 -1.36
C -1.622 0.200 -1.336 -1.44
H 0.196 1.007 -0.417 0.36
H -0.292 -1.466 -0.336 0.29
H 0.880 1.502 -2.834 0.30
H 1.163 -0.195 -3.047 0.36
H -0.252 0.468 -3.683 0.36
H -2.058 -0.156 -0.416 0.42
H -2.095 1.158 -1.705 0.32
H 1.182 -0.721 0.139 0.29
H 1.260 -1.473 -1.239 0.38
H -1.994 -0.529 -2.180 0.29
```

***

Tell me which of them is the most stable. Sure, it is run x.

***

Run w
This record from the Open Molecules 2025 dataset describes C2H7ClSi in the gas phase. The level of theory is wB97M-V/def2-TZVPD.

## Properties
**Lowest unoccupied orbital energy (spin up / spin down)**: -0.699 / -0.913 eV
**Highest occupied orbital energy (spin up / spin down)**: -8.74 / -6.89 eV
**Spin multiplicity**: 1
**Charge**: 0

```
11
Properties=species:S:1:pos:R:3:mulliken_charge:R:1
C -2.010 0.852 -0.179 -1.06
C 3.370 0.060 0.288 -0.56
Si -1.036 -0.829 -0.198 0.46
Cl 1.452 -0.012 0.023 -0.17
H -2.779 0.740 0.582 0.31
H -1.463 1.645 0.316 0.35
H -2.608 1.135 -1.094 0.30
H 3.763 -0.658 -0.363 0.25
H 3.732 -0.266 1.292 0.25
H -1.818 -1.483 0.884 -0.07
H -0.604 -1.186 -1.551 -0.05
```

***

Run x
This record from the Open Molecules 2025 dataset describes C2H7ClSi in the gas phase. The level of theory is wB97M-V/def2-TZVPD.

## Properties
**Lowest unoccupied orbital energy**: 0.836 eV
**Highest occupied orbital energy**: -10.52 eV
**Spin multiplicity**: 1
**Charge**: 0

```
11
Properties=species:S:1:pos:R:3:mulliken_charge:R:1
C 0.011 -1.678 -0.632 -1.03
Si 0.717 -0.157 0.316 0.67
C 0.283 1.660 -0.106 -1.01
Cl 2.840 0.055 0.203 -0.32
H -0.132 -1.565 -1.761 0.30
H 0.639 -2.536 -0.590 0.32
H -0.946 -2.040 -0.261 0.32
H 0.597 -0.176 1.710 -0.15
H -0.295 1.875 -0.957 0.35
H -0.505 1.959 0.770 0.24
H 1.181 2.150 -0.175 0.32
```

***

Tell me which of them is the most stable. Sure, it is run x.

***

Run w
This record from the Open Molecules 2025 dataset describes a molecular structure, CH6N2. The level of theory is wB97M-V/def2-TZVPD.

## Properties
**Lowest unoccupied orbital energy**: 0.939 eV
**Highest occupied orbital energy**: -7.87 eV
**Spin multiplicity**: 1
**Charge**: 0

```
9
Properties=species:S:1:pos:R:3:mulliken_charge:R:1
C -1.066 0.174 -0.679 -0.49
N 0.084 0.742 -0.448 0.37
N 1.219 0.143 -0.399 -0.86
H 0.029 1.766 -0.298 0.25
H 1.980 0.791 -0.208 0.18
H 0.619 -1.618 1.488 -0.20
H -1.956 0.769 -0.692 0.25
H -1.099 -0.884 -0.849 0.31
H 0.190 -1.884 2.086 0.18
```

***

Run x
This record from the Open Molecules 2025 dataset describes 2 unconnected molecules or ions with the total composition CH6N2. The level of theory is wB97M-V/def2-TZVPD.

## Properties
**Lowest unoccupied orbital energy**: 0.912 eV
**Highest occupied orbital energy**: -8.20 eV
**Spin multiplicity**: 1
**Charge**: 0

```
9
Properties=species:S:1:pos:R:3:mulliken_charge:R:1
C -1.677 -0.299 -0.126 -0.89
N 2.120 0.360 0.182 0.05
N 1.167 0.924 0.646 -0.48
H -1.323 0.759 -0.523 0.22
H -2.446 -0.682 -0.770 0.28
H -2.109 -0.265 0.856 0.24
H 2.098 0.074 -0.834 0.23
H 2.911 0.029 0.686 0.21
H -0.740 -0.899 -0.117 0.13
```

***

Tell me which of them is the most stable. Sure, it is run x.

***

Run w
This record from the Open Molecules 2025 dataset describes CH6N2 in the gas phase. The level of theory is wB97M-V/def2-TZVPD.

## Properties
**Lowest unoccupied orbital energy**: 1.113 eV
**Highest occupied orbital energy**: -9.31 eV
**Spin multiplicity**: 1
**Charge**: 0

```
9
Properties=species:S:1:pos:R:3:mulliken_charge:R:1
N -1.209 -0.090 0.470 -0.59
C 0.249 -0.273 0.522 -0.37
N 1.054 0.291 -0.580 -0.63
H -1.601 -0.773 -0.171 0.27
H -1.281 0.835 0.049 0.24
H 0.815 0.088 1.376 0.33
H 0.438 -1.359 0.454 0.30
H 0.654 -0.013 -1.468 0.24
H 0.882 1.294 -0.652 0.22
```

***

Run x
This record from the Open Molecules 2025 dataset describes 2 unconnected molecules or ions with the total composition CH6N2. The level of theory is wB97M-V/def2-TZVPD.

## Properties
**Lowest unoccupied orbital energy**: 0.957 eV
**Highest occupied orbital energy**: -9.76 eV
**Spin multiplicity**: 1
**Charge**: 0

```
9
Properties=species:S:1:pos:R:3:mulliken_charge:R:1
C -1.784 -0.960 -0.313 -0.24
N -1.220 -0.157 -1.104 -0.56
H -2.756 -1.319 -0.634 0.25
H -1.380 -1.346 0.625 0.21
H -0.317 0.167 -0.760 0.38
N 1.788 0.769 0.346 -0.68
H 1.492 1.734 0.291 0.22
H 2.800 0.747 0.368 0.22
H 1.377 0.366 1.181 0.21
```

***

Tell me which of them is the most stable. Sure, it is run w.